*A*
A cluster of 2 separate species, C2H7NO3 in total, computed with the ωB97M-V functional and the def2-TZVPD basis.

Calculated values
charge	0
highest occupied orbital energy	-10.000	eV
frontier orbital gap	10.8	eV
2S+1	1

Geometry as XYZ:
```
13
Properties=species:S:1:pos:R:3:lowdin_charge:R:1
N -2.4031 -0.5383 -0.4872 0.034
C -1.5161 -0.2086 0.5523 -0.332
O -0.1568 -0.0598 0.1108 -0.091
H -2.9538 0.1425 -0.9709 0.075
H -2.5356 -1.5055 -0.7128 0.078
H -1.4880 -1.0234 1.2830 0.120
H -1.8552 0.6642 1.1086 0.116
H -0.2417 0.3717 -0.7493 0.092
O 2.5001 1.3687 -1.0549 0.072
C 2.9062 0.7371 -0.1262 -0.393
O 2.5439 -0.5284 0.1749 0.033
H 3.6287 1.1407 0.5873 0.131
H 1.5714 -0.5608 0.2843 0.064
```


*B*
A cluster of 2 separate species, C2H7NO3 in total, computed with the ωB97M-V functional and the def2-TZVPD basis.

Calculated values
charge	0
highest occupied orbital energy	-9.300	eV
frontier orbital gap	9.9	eV
2S+1	1

Geometry as XYZ:
```
13
Properties=species:S:1:pos:R:3:lowdin_charge:R:1
C 0.8714 1.3846 -0.1378 0.003
C 0.8239 -0.0442 0.3269 -0.519
O 1.2072 -1.0155 -0.7212 -0.012
O 0.6920 -0.4299 1.4478 0.098
H 1.5749 -0.5747 -1.4979 0.094
H 1.8929 1.6585 -0.3987 0.091
H 0.2252 1.5119 -1.0041 0.085
H 0.4990 2.0312 0.6533 0.093
N -1.9701 -1.1047 0.5834 -0.002
O -1.2511 -0.5361 -0.5167 -0.198
H -0.6934 -1.2901 -0.9521 0.132
H -2.5916 -0.3572 0.8868 0.078
H -1.2803 -1.2337 1.3303 0.057
```


Of them, *A* has the highest stability.


*A*
A structure of composition C32H47Cl3GaN3O3SSi, computed with the ωB97M-V functional and the def2-TZVPD basis.

Calculated values
charge	0
highest occupied orbital energy	-7.851	eV
frontier orbital gap	8.2	eV
2S+1	1

Geometry as XYZ:
```
91
Properties=species:S:1:pos:R:3:lowdin_charge:R:1
C 0.1277 4.8795 -1.0949 -0.044
C 0.7872 4.0815 -0.0103 -0.208
H -0.0308 5.9120 -0.7690 0.062
H -0.8426 4.4434 -1.3559 0.026
H 0.7258 4.9024 -2.0216 0.095
C 1.2098 4.6174 1.1477 -0.115
C 1.0738 6.0455 1.5444 -0.106
H 1.7502 4.0105 1.8743 0.094
H 0.1602 6.5054 1.1536 0.064
H 1.9343 6.6484 1.2241 0.082
H 1.0358 6.1077 2.6370 0.065
Ga -0.4501 0.0993 -0.9689 -0.331
Cl 0.5489 0.3142 -2.9013 0.258
Cl -2.4636 -0.6295 -0.4632 0.340
H -2.0413 -4.6967 -1.1792 0.078
H -2.2189 -5.0882 -4.3868 0.091
C -2.6870 -3.9498 -1.6691 -0.044
C -2.6814 -4.1117 -4.1685 -0.056
N -2.1504 -3.5256 -2.9485 -0.178
H -2.7836 -3.0789 -1.0049 0.025
C -0.9947 -2.8174 -2.9775 -0.315
O -0.4167 -2.4301 -1.9552 -0.125
H -2.4756 -3.4400 -5.0092 0.086
H -0.6397 -2.5960 -4.0061 0.147
H -3.6719 -4.3901 -1.8578 0.087
H -3.7623 -4.2480 -4.0568 0.086
H -1.8087 2.7968 1.3494 0.082
H -0.2914 3.6244 3.6337 0.081
C -2.2621 2.0961 2.0631 -0.041
C -1.0712 2.9704 4.0510 -0.049
N -1.3353 1.8487 3.1614 -0.189
H -2.4916 1.1584 1.5503 0.039
C -0.8859 0.5984 3.4839 -0.305
O -0.8431 -0.3705 2.7170 -0.037
H -0.7190 2.5791 5.0118 0.084
H -0.5222 0.5435 4.5324 0.138
H -3.1767 2.5667 2.4534 0.092
H -1.9796 3.5663 4.1927 0.089
O -0.1928 1.8809 -0.1362 -0.351
C 0.9885 2.5889 -0.3001 -0.398
C 1.8144 1.7045 1.9038 -0.067
C 2.0807 1.9537 0.5620 -0.197
H 0.8024 1.8882 2.2649 0.094
C 2.8618 1.3773 2.7658 -0.079
H 1.2990 2.5378 -1.3552 0.103
C 3.3444 1.7377 0.0301 -0.029
H 2.6372 1.1931 3.8163 0.104
C 4.1660 1.3267 2.2692 -0.107
C 4.4070 1.4813 0.8993 -0.086
H 3.4472 1.8446 -1.0547 0.121
H 4.9939 1.1570 2.9622 0.100
H 5.4177 1.4167 0.4961 0.101
Si -3.7512 1.5068 -3.0594 0.191
Cl -2.1372 2.2780 -1.9151 0.441
C -5.0853 1.0438 -1.8396 -0.232
C -3.0243 0.1657 -4.1506 -0.213
C -4.3415 2.9131 -4.1537 -0.220
H -4.7012 1.0787 -0.8103 -0.004
H -5.4905 0.0393 -1.9905 0.029
H -5.9238 1.7530 -1.9155 0.030
H -4.9347 3.6105 -3.5507 0.027
H -4.9686 2.5375 -4.9690 0.030
H -3.4926 3.4568 -4.5834 0.029
H -2.3340 -0.4782 -3.5899 -0.024
H -2.4548 0.6069 -4.9867 0.043
H -3.8214 -0.4625 -4.5784 0.034
N 0.7223 -0.8622 0.2848 -0.294
S 2.0196 -1.7436 0.0312 1.095
C 2.8799 -1.9304 1.5923 -0.363
C 4.2789 -2.0169 1.5376 -0.085
C 5.0139 -2.2009 2.7078 -0.074
C 4.3417 -2.3149 3.9294 -0.075
C 2.9460 -2.2501 3.9820 -0.060
C 2.2073 -2.0516 2.8046 -0.065
C 1.5462 -3.4412 -0.2668 -0.398
C 0.5042 -4.0108 0.4566 -0.072
C 0.1588 -5.3459 0.2217 -0.085
C 0.8480 -6.0819 -0.7465 -0.081
C 1.8922 -5.5000 -1.4725 -0.076
C 2.2479 -4.1746 -1.2320 -0.078
H 0.4627 -0.7411 1.2704 0.006
H 4.7662 -1.9193 0.5663 0.113
H 6.1033 -2.2506 2.6689 0.110
H 4.9094 -2.4387 4.8525 0.106
H 2.4184 -2.3494 4.9335 0.110
H 1.1222 -1.9880 2.8332 0.096
H -0.0357 -3.4027 1.1806 0.119
H -0.6514 -5.7935 0.8071 0.112
H 0.5564 -7.1161 -0.9401 0.105
H 2.4268 -6.0775 -2.2307 0.107
H 3.0517 -3.6793 -1.7794 0.113
```


*B*
A structure of composition C32H47Cl3GaN3O3SSi, computed with the ωB97M-V functional and the def2-TZVPD basis.

Calculated values
charge	0
highest occupied orbital energy	-7.757	eV
frontier orbital gap	7.8	eV
2S+1	1

Geometry as XYZ:
```
91
Properties=species:S:1:pos:R:3:lowdin_charge:R:1
C -1.5256 -2.1266 -3.5978 -0.035
C -1.0754 -3.1003 -2.5507 -0.226
H -1.2383 -2.4738 -4.5926 0.059
H -1.0854 -1.1356 -3.4283 0.052
H -2.6214 -2.0171 -3.5921 0.095
C -0.6004 -4.3234 -2.8027 -0.121
C -0.3999 -4.9058 -4.1681 -0.104
H -0.3182 -4.9880 -1.9798 0.105
H -0.6166 -4.1959 -4.9849 0.059
H -1.0519 -5.7838 -4.3170 0.075
H 0.6418 -5.2496 -4.2962 0.070
Ga -0.4502 0.1452 -0.2264 -0.268
Cl -2.6245 0.5314 0.1033 0.194
Cl -0.0786 1.2690 -2.1555 0.273
H 0.8527 4.5205 3.1301 0.085
H -1.4189 5.5288 2.0888 0.095
C 1.1044 4.2930 2.0854 -0.024
C -1.0137 5.1935 1.1227 -0.031
N -0.1053 4.0644 1.3047 -0.159
H 1.7647 3.4223 2.0507 0.092
C -0.3792 2.9000 0.7202 -0.294
O 0.3642 1.8809 0.7944 -0.097
H -1.8296 4.8595 0.4717 0.094
H -1.3191 2.8733 0.1622 0.087
H 1.6220 5.1781 1.6982 0.093
H -0.4745 6.0328 0.6613 0.094
H 1.4998 -1.5475 -3.3068 0.091
H 2.4004 -3.7833 -2.0921 0.087
C 2.3615 -1.0337 -2.8518 -0.051
C 3.2426 -3.1127 -1.8462 -0.055
N 2.7896 -1.7460 -1.6656 -0.182
H 2.0715 -0.0095 -2.5903 0.028
C 2.7958 -1.1760 -0.4344 -0.289
O 2.0783 -0.2242 -0.0893 -0.059
H 3.7152 -3.4481 -0.9139 0.084
H 3.4970 -1.6896 0.2574 0.141
H 3.1927 -1.0295 -3.5771 0.093
H 3.9704 -3.1558 -2.6688 0.088
O -0.1639 -1.6496 -0.9234 -0.243
C -1.1461 -2.5895 -1.1122 -0.399
C 0.1530 -4.0831 0.5215 -0.044
C -1.0579 -3.6559 -0.0144 -0.177
H 1.0824 -3.6729 0.1301 0.104
C 0.1550 -5.0074 1.5699 -0.093
H -2.1486 -2.1501 -1.0428 0.110
C -2.2609 -4.1532 0.4778 -0.027
H 1.1015 -5.2540 2.0462 0.100
C -1.0399 -5.6207 1.9535 -0.111
C -2.2525 -5.1998 1.3968 -0.085
H -3.1864 -3.7226 0.0990 0.120
H -1.0131 -6.4314 2.6906 0.100
H -3.1849 -5.6941 1.6664 0.099
Si -0.3563 4.4827 -5.2436 0.116
Cl -0.5441 2.6737 -6.2630 0.285
C 1.4947 4.7297 -5.0523 -0.228
C -1.5372 4.2253 -3.7981 -0.235
C -0.8974 5.9713 -6.2656 -0.224
H 1.9771 3.8007 -4.7185 0.025
H 1.7279 5.5385 -4.3444 0.030
H 1.9291 5.0068 -6.0276 0.034
H -0.2600 6.1420 -7.1472 0.029
H -0.8251 6.8737 -5.6366 0.033
H -1.9335 5.9044 -6.6273 0.028
H -1.3039 3.2716 -3.2917 -0.050
H -2.5634 4.1606 -4.2027 0.037
H -1.5085 5.0465 -3.0620 0.025
N 0.0284 -0.8043 1.4964 -0.309
S -0.6915 -0.9988 2.8899 1.079
C 0.1411 -2.2853 3.9245 -0.334
C -0.7251 -3.1774 4.5720 -0.089
C -0.2282 -4.1118 5.4806 -0.072
C 1.1434 -4.1854 5.7275 -0.073
C 2.0178 -3.3356 5.0387 -0.067
C 1.5147 -2.3880 4.1337 -0.071
C -0.3839 0.4716 3.8826 -0.376
C 0.8677 1.0700 3.9495 -0.081
C 1.0748 2.1353 4.8260 -0.088
C 0.0148 2.6642 5.5687 -0.082
C -1.2554 2.1093 5.4313 -0.079
C -1.4630 1.0107 4.5993 -0.072
H 0.8587 -1.3863 1.4199 0.027
H -1.7887 -3.1239 4.3352 0.111
H -0.9202 -4.7655 6.0108 0.111
H 1.5252 -4.8877 6.4720 0.109
H 3.0853 -3.4052 5.2272 0.106
H 2.1991 -1.7324 3.5920 0.110
H 1.6773 0.6986 3.3165 0.117
H 2.0692 2.5436 4.9470 0.107
H 0.1803 3.4903 6.2581 0.107
H -2.0898 2.5122 5.9970 0.105
H -2.4406 0.5367 4.4824 0.112
```


Of them, *A* has the highest stability.


*A*
A cluster of 2 separate species, C2H8N2S2 in total, computed with the ωB97M-V functional and the def2-TZVPD basis.

Calculated values
charge	0
highest occupied orbital energy	-8.226	eV
frontier orbital gap	8.8	eV
2S+1	1

Geometry as XYZ:
```
14
Properties=species:S:1:pos:R:3:lowdin_charge:R:1
C 2.4437 -0.0168 2.3859 -0.465
S 0.9672 -1.0789 2.2043 0.307
S 0.9801 -1.6042 0.2794 0.243
H 2.6553 0.4442 1.2700 0.089
H 2.1977 0.5970 3.1935 -0.010
H 3.3418 -0.4896 2.6173 -0.008
H -0.4195 -1.7006 0.2816 -0.149
N -0.8073 0.7527 -1.8261 0.075
C -2.0838 0.3671 -2.0330 -0.421
N -3.1768 0.2840 -1.3690 0.059
H -0.5911 1.0534 -0.8909 0.083
H -0.1935 1.0206 -2.5507 0.078
H -2.1975 0.1950 -3.1656 0.122
H -3.1161 0.1761 -0.3967 -0.004
```


*B*
A cluster of 2 separate species, C2H8N2S2 in total, computed with the ωB97M-V functional and the def2-TZVPD basis.

Calculated values
charge	0
highest occupied orbital energy (spin up / spin down)	-7.009 / -6.998	eV
frontier orbital gap (spin up / spin down)	7.6 / 7.6	eV
2S+1	1

Geometry as XYZ:
```
14
Properties=species:S:1:pos:R:3:lowdin_charge:R:1
C -1.2495 0.4934 0.7907 -0.097
C 0.3799 1.3567 -0.5882 -0.509
N -1.1328 -0.0969 -1.6150 0.036
N -0.7546 0.6265 -0.6017 -0.406
S 0.3846 2.6009 0.6083 0.783
S 1.7227 -2.9044 0.4395 0.417
H -2.2025 -0.1747 0.8742 0.130
H -0.3708 -0.0458 1.1604 0.088
H -1.4181 1.3817 1.3154 -0.002
H 0.9119 1.4677 -1.5103 0.074
H -2.0670 -0.5543 -1.4291 0.050
H 2.8168 -3.1414 -0.2891 -0.244
H 1.3502 3.2630 0.0383 -0.150
H 1.6292 -4.2723 0.8066 -0.172
```


Of them, *A* has the highest stability.


*A*
An isolated molecule of C8H13N, computed with the ωB97M-V functional and the def2-TZVPD basis.

Calculated values
charge	0
highest occupied orbital energy	-8.119	eV
frontier orbital gap	9.0	eV
2S+1	1

Geometry as XYZ:
```
22
Properties=species:S:1:pos:R:3:lowdin_charge:R:1
C 1.7931 -0.1219 0.6652 -0.042
C -1.2243 1.8963 -0.6696 -0.058
C -0.9942 0.6158 1.5107 -0.045
C 0.9153 0.3124 -0.4777 -0.362
C -0.4833 -1.8239 -0.4982 -0.103
C -0.6902 0.6628 0.0298 -0.453
C -0.9551 -0.5958 -0.7077 -0.102
C 0.0961 -2.9798 -0.4016 0.000
N 1.3361 0.8236 -1.5553 0.130
H 2.3503 0.9000 -1.6059 0.055
H -1.6019 -0.4720 -1.5694 0.129
H 1.8587 0.6536 1.4280 0.086
H 2.8031 -0.3312 0.3070 0.081
H 1.3873 -1.0090 1.1430 0.064
H -0.4995 1.4398 2.0289 0.085
H -1.0169 1.8626 -1.7363 0.071
H -0.7288 2.7811 -0.2646 0.087
H -2.3068 1.9756 -0.5470 0.085
H -2.0727 0.7099 1.6571 0.089
H -0.6831 -0.3174 1.9715 0.077
H -0.2935 -3.7636 0.2353 0.055
H 1.0103 -3.2189 -0.9433 0.068
```


*B*
An isolated molecule of C8H13N, computed with the ωB97M-V functional and the def2-TZVPD basis.

Calculated values
charge	0
highest occupied orbital energy	-8.709	eV
frontier orbital gap	9.6	eV
2S+1	1

Geometry as XYZ:
```
22
Properties=species:S:1:pos:R:3:lowdin_charge:R:1
C -2.5341 -0.4176 -0.2004 -0.055
C -1.0714 -0.1300 0.1062 -0.426
C -0.6096 1.0611 0.9047 -0.238
C 1.1470 1.0029 -0.6423 -0.181
C 2.2140 -0.1386 -0.1510 -0.153
C 1.3859 -1.0760 0.6341 -0.233
C 0.0820 -1.1238 0.0596 -0.258
C -0.0321 -0.1179 -0.9863 -0.168
H -3.0046 0.3569 -0.9511 0.112
H -2.6137 -1.6337 -0.3163 0.123
H -3.0313 -0.4502 0.8958 0.107
H -0.4923 0.8160 2.0631 0.160
H -1.3517 1.9157 0.8232 0.128
H -0.4352 2.1361 -0.5720 0.157
H 1.4417 1.4803 -1.5392 0.111
H 2.9945 0.2439 0.5208 0.098
H 2.7676 -0.6242 -1.0047 0.125
H 1.9157 -2.0369 1.0015 0.140
H 1.6381 -0.4993 1.6939 0.159
H -0.1795 -2.1062 -0.4404 0.158
H -0.5330 -0.4814 -2.0557 0.189
N 0.3020 1.8231 0.1565 -0.055
```


Of them, *A* has the highest stability.


*A*
A cluster of 2 separate species, C2H3NS3 in total, computed with the ωB97M-V functional and the def2-TZVPD basis.

Calculated values
charge	0
highest occupied orbital energy	-8.975	eV
frontier orbital gap	6.9	eV
2S+1	1

Geometry as XYZ:
```
9
Properties=species:S:1:pos:R:3:lowdin_charge:R:1
C -1.0138 0.7267 0.1208 -0.666
C 1.5683 -0.5220 -0.1363 -0.978
H -3.0763 -1.8160 1.3840 0.143
H -1.3973 1.7504 -0.2684 0.075
H 0.7810 -1.3349 -0.1922 0.033
N -1.5757 -0.3718 0.1594 -0.526
S -3.2938 -0.3606 -0.1574 0.549
S 0.7825 1.1116 0.0596 0.810
S 3.2235 -0.5776 -0.0239 0.560
```


*B*
An isolated molecule of C2H3NS3, computed with the ωB97M-V functional and the def2-TZVPD basis.

Calculated values
charge	0
highest occupied orbital energy (spin up / spin down)	-8.234 / -8.955	eV
frontier orbital gap (spin up / spin down)	5.8 / 7.8	eV
2S+1	1

Geometry as XYZ:
```
9
Properties=species:S:1:pos:R:3:lowdin_charge:R:1
C 0.0946 1.0238 0.7330 -0.572
C 1.0747 0.1611 0.9494 -0.783
N -1.1616 -0.5034 -1.1738 -0.880
S -1.4752 0.4216 0.2990 0.870
S 0.8089 -1.3732 1.5618 0.634
S 0.1902 -0.7947 -2.0232 0.592
H 0.1933 1.9890 0.3498 0.036
H 2.1963 0.2087 0.7289 0.083
H -1.9211 -1.1330 -1.4249 0.019
```


Of them, *B* has the highest stability.